(1)
An isolated molecule of C19H16FNO3, computed with the ωB97M-V functional and the def2-TZVPD basis.

Element x y z (Å)
C  -2.08  1.61  3.62
C  -0.80  1.47  2.83
O  0.25  1.95  3.18
C  -0.92  0.69  1.60
C  -1.98  0.03  1.08
O  -3.23  -0.13  1.51
C  -1.57  -0.64  -0.19
O  -2.32  -1.31  -0.89
N  -0.27  -0.34  -0.38
C  0.51  -0.82  -1.50
C  0.64  -2.32  -1.47
C  1.07  -2.97  -0.32
C  1.17  -4.35  -0.28
C  0.84  -5.09  -1.40
C  0.41  -4.46  -2.56
C  0.31  -3.08  -2.59
C  0.25  0.53  0.65
C  0.67  1.88  0.09
C  1.84  2.49  0.54
C  2.20  3.73  0.05
C  1.39  4.34  -0.89
F  1.75  5.55  -1.37
C  0.23  3.76  -1.34
C  -0.13  2.52  -0.84
H  -1.89  2.19  4.52
H  -2.46  0.63  3.88
H  -2.83  2.10  3.01
H  -3.68  -0.70  0.85
H  0.04  -0.51  -2.43
H  1.50  -0.35  -1.43
H  1.32  -2.39  0.56
H  1.49  -4.84  0.62
H  0.92  -6.17  -1.38
H  0.16  -5.04  -3.43
H  -0.03  -2.58  -3.48
H  1.10  0.07  1.16
H  2.45  2.00  1.28
H  3.10  4.22  0.39
H  -0.38  4.27  -2.07
H  -1.04  2.05  -1.18

Strongest force on any atom, hartree/bohr: 0.013
HOMO energy, eV: -9.044
Spin multiplicity: 1
Energy relative to the best compared isomer or geometry (same formula, charge and spin), kJ/mol: 0.0
SMILES: CC(=O)C1=C(O)C(=O)N(Cc2ccccc2)[C@H]1c1ccc(F)cc1
Calculated total energy, hartree: -1113.996841
HOMO-LUMO gap, eV: 9.06

---

(2)
An isolated molecule of C19H16N4O3S, computed with the ωB97M-V functional and the def2-TZVPD basis.

Element x y z (Å)
C  -5.78  -2.27  0.68
O  -4.42  -1.91  0.69
C  -4.05  -0.73  0.13
C  -4.93  0.18  -0.45
C  -4.44  1.35  -1.00
C  -3.09  1.65  -0.97
C  -2.21  0.75  -0.38
C  -0.78  0.99  -0.32
N  0.13  0.05  -0.44
N  1.34  0.61  -0.36
C  1.17  1.89  -0.16
S  2.41  3.10  0.01
C  3.66  2.18  1.04
N  3.74  0.81  0.73
C  4.50  0.28  -0.31
O  5.31  0.91  -0.95
C  4.09  -1.13  -0.41
C  4.53  -2.13  -1.26
C  3.94  -3.38  -1.15
C  2.94  -3.62  -0.22
C  2.50  -2.62  0.64
C  3.09  -1.38  0.53
C  2.84  -0.13  1.28
O  2.17  0.09  2.26
N  -0.16  2.20  -0.14
C  -0.72  3.49  0.13
C  -2.69  -0.44  0.16
H  -5.82  -3.24  1.17
H  -6.16  -2.37  -0.34
H  -6.39  -1.56  1.24
H  -5.99  -0.01  -0.49
H  -5.13  2.05  -1.47
H  -2.73  2.55  -1.44
H  4.60  2.68  0.84
H  3.35  2.30  2.08
H  5.30  -1.93  -1.99
H  4.25  -4.18  -1.80
H  2.49  -4.60  -0.16
H  1.72  -2.80  1.37
H  -1.68  3.37  0.63
H  -0.86  4.05  -0.80
H  -0.04  4.04  0.77
H  -2.01  -1.14  0.61

Strongest force on any atom, hartree/bohr: 0.022
HOMO energy, eV: -8.407
Spin multiplicity: 1
Energy relative to the best compared isomer or geometry (same formula, charge and spin), kJ/mol: 0.0
SMILES: COc1cccc(-c2nnc(SCN3C(=O)c4ccccc4C3=O)n2C)c1
Calculated total energy, hartree: -1576.586962
HOMO-LUMO gap, eV: 8.45

---

(3)
An isolated molecule of C19H16N4O3S, computed with the ωB97M-V functional and the def2-TZVPD basis.

Element x y z (Å)
C  -6.56  -0.03  0.10
C  -5.45  0.36  1.06
O  -4.22  -0.28  0.73
C  -3.47  0.29  -0.21
O  -3.77  1.29  -0.81
C  -2.22  -0.44  -0.43
O  -2.03  -1.65  0.16
C  -0.78  -2.05  -0.16
C  -0.13  -3.20  0.26
C  1.17  -3.38  -0.17
C  1.80  -2.45  -1.01
C  1.15  -1.31  -1.43
C  -0.16  -1.10  -1.00
C  -1.13  -0.06  -1.17
C  -0.93  1.24  -1.84
S  0.66  1.99  -1.32
C  0.62  1.53  0.35
N  -0.44  1.54  1.14
N  -0.05  1.00  2.28
N  1.16  0.66  2.26
N  1.65  0.97  1.05
C  2.95  0.65  0.65
C  3.55  -0.48  1.19
C  4.82  -0.83  0.79
C  5.50  -0.06  -0.15
C  4.90  1.07  -0.67
C  3.63  1.44  -0.27
H  -6.32  0.32  -0.91
H  -6.67  -1.11  0.08
H  -7.49  0.42  0.41
H  -5.29  1.45  1.04
H  -5.67  0.03  2.08
H  -0.62  -3.90  0.91
H  1.72  -4.25  0.14
H  2.82  -2.63  -1.32
H  1.64  -0.60  -2.08
H  -0.83  1.14  -2.93
H  -1.75  1.93  -1.61
H  3.00  -1.07  1.91
H  5.29  -1.71  1.20
H  6.49  -0.34  -0.46
H  5.43  1.68  -1.39
H  3.17  2.34  -0.67

Strongest force on any atom, hartree/bohr: 0.034
HOMO energy, eV: -8.670
Spin multiplicity: 1
Energy relative to the best compared isomer or geometry (same formula, charge and spin), kJ/mol: 117.1
SMILES: CCOC(=O)c1oc2ccccc2c1CSc1nnnn1-c1ccccc1
Calculated total energy, hartree: -1576.542374
HOMO-LUMO gap, eV: 8.76

---

(4)
An isolated molecule of C19H16O2, computed with the ωB97M-V functional and the def2-TZVPD basis.

Element x y z (Å)
C  -1.57  5.21  -2.86
C  -0.06  5.20  -3.05
C  0.62  4.12  -2.15
C  0.79  4.50  -0.66
O  0.72  5.65  -0.27
C  1.03  3.42  0.29
C  1.22  2.51  1.10
C  1.36  1.46  2.02
C  1.46  0.51  2.80
C  1.56  -0.67  3.69
O  2.16  -1.80  2.99
C  1.39  -2.49  2.06
C  2.09  -3.26  1.12
C  1.39  -4.00  0.14
C  -0.04  -3.98  0.08
C  -0.71  -4.75  -0.84
C  -2.13  -4.72  -0.87
C  -2.83  -3.86  -0.02
C  -2.11  -3.12  0.95
C  -0.73  -3.20  1.00
C  -0.02  -2.43  1.95
H  -2.02  5.92  -3.55
H  -1.97  4.19  -3.10
H  -1.84  5.44  -1.82
H  0.31  6.21  -2.84
H  0.17  4.91  -4.08
H  1.65  3.93  -2.52
H  -0.02  3.23  -2.22
H  0.58  -0.83  4.14
H  2.26  -0.44  4.47
H  3.18  -3.31  1.22
H  1.98  -4.62  -0.52
H  -0.10  -5.33  -1.51
H  -2.67  -5.43  -1.48
H  -3.92  -3.84  -0.07
H  -2.60  -2.47  1.68
H  -0.56  -1.86  2.72

Strongest force on any atom, hartree/bohr: 0.058
HOMO energy, eV: -7.966
Spin multiplicity: 1
Energy relative to the best compared isomer or geometry (same formula, charge and spin), kJ/mol: 114.4
SMILES: CCCC(=O)C#CC#CCOc1ccc2ccccc2c1
Calculated total energy, hartree: -883.940333
HOMO-LUMO gap, eV: 7.73

---

Please write out number 3 again, unchanged.
An isolated molecule of C19H16N4O3S, computed with the ωB97M-V functional and the def2-TZVPD basis.

Element x y z (Å)
C  -6.56  -0.03  0.10
C  -5.45  0.36  1.06
O  -4.22  -0.28  0.73
C  -3.47  0.29  -0.21
O  -3.77  1.29  -0.81
C  -2.22  -0.44  -0.43
O  -2.03  -1.65  0.16
C  -0.78  -2.05  -0.16
C  -0.13  -3.20  0.26
C  1.17  -3.38  -0.17
C  1.80  -2.45  -1.01
C  1.15  -1.31  -1.43
C  -0.16  -1.10  -1.00
C  -1.13  -0.06  -1.17
C  -0.93  1.24  -1.84
S  0.66  1.99  -1.32
C  0.62  1.53  0.35
N  -0.44  1.54  1.14
N  -0.05  1.00  2.28
N  1.16  0.66  2.26
N  1.65  0.97  1.05
C  2.95  0.65  0.65
C  3.55  -0.48  1.19
C  4.82  -0.83  0.79
C  5.50  -0.06  -0.15
C  4.90  1.07  -0.67
C  3.63  1.44  -0.27
H  -6.32  0.32  -0.91
H  -6.67  -1.11  0.08
H  -7.49  0.42  0.41
H  -5.29  1.45  1.04
H  -5.67  0.03  2.08
H  -0.62  -3.90  0.91
H  1.72  -4.25  0.14
H  2.82  -2.63  -1.32
H  1.64  -0.60  -2.08
H  -0.83  1.14  -2.93
H  -1.75  1.93  -1.61
H  3.00  -1.07  1.91
H  5.29  -1.71  1.20
H  6.49  -0.34  -0.46
H  5.43  1.68  -1.39
H  3.17  2.34  -0.67

Strongest force on any atom, hartree/bohr: 0.034
HOMO energy, eV: -8.670
Spin multiplicity: 1
Energy relative to the best compared isomer or geometry (same formula, charge and spin), kJ/mol: 117.1
SMILES: CCOC(=O)c1oc2ccccc2c1CSc1nnnn1-c1ccccc1
Calculated total energy, hartree: -1576.542374
HOMO-LUMO gap, eV: 8.76